No. 1
{
  "formula": "C43H65N10",
  "method": "ωB97M-V/def2-TZVPD",
  "largest_force_ev_per_a": 3.388,
  "homo_ev": -9.61,
  "energy_ev": -60536.2234,
  "charge": 1,
  "e_lumo_ev": -2.657,
  "gap_ev": 6.949,
  "species": ["C", "C", "C", "C", "C", "C", "N", "C", "C", "C", "C", "C", "C", "C", "C", "C", "C", "C", "N", "C", "C", "N", "N", "H", "H", "H", "H", "H", "H", "H", "H", "H", "H", "H", "H", "H", "H", "H", "H", "H", "H", "H", "H", "H", "H", "H", "H", "H", "H", "H", "H", "H", "H", "H", "H", "H", "H", "H", "N", "C", "C", "C", "C", "H", "H", "H", "H", "H", "N", "C", "C", "C", "C", "H", "H", "H", "H", "H", "N", "C", "C", "C", "C", "H", "H", "H", "H", "H", "N", "C", "C", "C", "C", "H", "H", "H", "H", "H", "N", "C", "C", "C", "C", "H", "H", "H", "H", "H", "N", "C", "C", "C", "C", "H", "H", "H", "H", "H"],
  "coordinates": [[-1.1474, -5.0090, -4.5735], [-0.8012, -3.7099, -5.4456], [0.1896, -2.8344, -4.5675], [1.6696, -3.1530, -5.0876], [-0.0902, -1.2831, -4.5809], [0.8955, -0.5899, -3.5487], [0.2518, 0.0904, -2.4072], [-0.3646, -0.8521, -1.4415], [0.3449, -0.9328, -0.0572], [0.0097, 0.0956, 0.9389], [0.6153, 0.0483, 2.2850], [1.5475, -1.0473, 2.6112], [1.8683, -2.0534, 1.5786], [2.8475, -3.2212, 1.9475], [1.2817, -2.0248, 0.2390], [-0.7040, 1.0757, -2.9440], [-1.7446, 0.5036, -4.0060], [-1.4852, 1.3290, -5.3550], [-2.4759, 1.0531, -6.4216], [-3.1970, 0.8952, -3.5325], [-3.8303, -0.0254, -2.4179], [-3.8423, 0.6944, -1.0950], [-1.5502, -0.9319, -4.3546], [-1.7617, -4.6785, -3.6848], [-0.1847, -5.4197, -4.1510], [-1.6736, -5.7649, -5.2045], [-1.7431, -3.1923, -5.7644], [-0.2157, -4.0859, -6.3323], [0.1778, -3.1736, -3.4919], [1.9185, -2.5943, -6.0296], [1.6937, -4.2619, -5.2884], [2.4222, -2.9729, -4.2720], [0.1465, -0.9157, -5.6206], [1.4679, 0.2094, -4.1093], [1.6765, -1.2807, -3.1287], [-0.4347, -1.8917, -1.8766], [-1.4182, -0.5100, -1.2571], [-0.7130, 0.9200, 0.7502], [0.3761, 0.7843, 3.0891], [2.0090, -1.1512, 3.6238], [2.7846, -4.0236, 1.1723], [2.4560, -3.6780, 2.9047], [3.8799, -2.8284, 2.1204], [1.4690, -2.7753, -0.5642], [-0.0792, 1.8693, -3.4557], [-1.2075, 1.6220, -2.0960], [-1.6006, 2.4206, -5.0833], [-0.4558, 1.1719, -5.7681], [-3.1537, 0.3299, -6.1740], [-2.0401, 0.7311, -7.2876], [-3.1135, 1.9289, -3.0845], [-3.9524, 0.9936, -4.3569], [-3.2978, -1.0003, -2.2341], [-4.9135, -0.2767, -2.6099], [-3.0379, 1.3218, -1.0246], [-3.6910, 0.0111, -0.3402], [-1.8721, -1.5934, -3.6261], [-2.0355, -1.2030, -5.2200], [0.6233, 0.9180, 5.8420], [0.2232, 0.7829, 7.1453], [0.1094, 2.0377, 7.6848], [0.4486, 2.9692, 6.6672], [0.7582, 2.2503, 5.5424], [0.7915, 0.1586, 5.2047], [0.0560, -0.1926, 7.5735], [-0.1860, 2.2635, 8.6971], [0.4627, 4.0447, 6.7521], [1.0633, 2.5686, 4.5570], [-0.9643, 3.6227, 1.9858], [-0.5137, 4.8689, 2.3238], [-0.9158, 5.7448, 1.3480], [-1.6431, 4.9991, 0.3860], [-1.6583, 3.6942, 0.8080], [-0.8102, 2.7852, 2.5205], [0.0542, 5.0234, 3.2279], [-0.7117, 6.8038, 1.3282], [-2.1040, 5.3769, -0.5134], [-2.1013, 2.8122, 0.3730], [-2.4827, -0.5179, 5.8174], [-3.4290, -0.0361, 6.6804], [-4.3527, -1.0276, 6.8917], [-3.9456, -2.1539, 6.1316], [-2.7879, -1.8107, 5.4819], [-1.6865, -0.0028, 5.4830], [-3.3637, 0.9682, 7.0672], [-5.2237, -0.9530, 7.5236], [-4.4447, -3.1083, 6.0689], [-2.1566, -2.3718, 4.8108], [2.9610, 5.7614, 3.2388], [4.1870, 6.1909, 2.8071], [5.0011, 6.3159, 3.9034], [4.2396, 5.9422, 5.0403], [2.9869, 5.6027, 4.5991], [2.1651, 5.5884, 2.6483], [4.3725, 6.3712, 1.7605], [6.0302, 6.6388, 3.8905], [4.5730, 5.9238, 6.0661], [2.1133, 5.2640, 5.1337], [4.4807, 1.8228, -3.3974], [4.0331, 0.6624, -2.8247], [5.0403, -0.2650, -2.9055], [6.1400, 0.3610, -3.5471], [5.7662, 1.6479, -3.8356], [3.9492, 2.6717, -3.4824], [3.0388, 0.5977, -2.4104], [4.9937, -1.2805, -2.5427], [7.0976, -0.0821, -3.7707], [6.3013, 2.4521, -4.3144], [-1.3616, -4.4518, 0.8314], [-0.9376, -5.1824, -0.2471], [-1.8100, -6.2270, -0.4203], [-2.8012, -6.1200, 0.5882], [-2.4997, -5.0146, 1.3424], [-0.9069, -3.6282, 1.1914], [-0.0532, -4.8968, -0.7953], [-1.7440, -6.9836, -1.1868], [-3.6411, -6.7787, 0.7433], [-2.9947, -4.5817, 2.1971]],
  "mulliken_charge": [-1.028, -0.592, 0.731, -1.451, -0.497, -1.462, 0.605, 0.985, -0.171, -0.395, 0.570, -0.866, 0.725, -1.480, -0.517, -1.718, 1.079, -1.005, -0.569, -1.406, -0.214, -0.533, 0.295, 0.251, 0.229, 0.430, 0.200, 0.443, -0.498, 0.328, 0.478, 0.310, 0.801, 0.201, 0.571, -0.275, -0.293, 0.011, -0.560, 0.398, 0.332, 0.382, 0.350, 0.281, 0.525, 0.170, 0.452, 0.487, 0.261, 0.323, 0.525, 0.515, 0.306, 0.315, -0.056, 0.307, 0.638, 0.642, 0.113, -0.665, -0.703, -0.411, -0.466, 0.161, 0.405, 0.428, 0.443, 0.709, 0.141, -0.581, -0.790, -0.582, -0.563, 0.219, 0.731, 0.437, 0.403, 0.614, 0.159, -0.412, -0.564, -0.478, -0.451, 0.151, 0.386, 0.397, 0.391, 0.416, 0.118, -0.586, -0.381, -0.641, -0.064, 0.178, 0.361, 0.394, 0.389, 0.239, -0.026, -0.657, -0.473, -0.597, -0.510, 0.219, 0.866, 0.452, 0.392, 0.402, 0.210, -0.284, -0.711, -0.511, -0.578, 0.131, 0.437, 0.436, 0.406, 0.482]
}

***

No. 2
{
  "formula": "C43H66BeINO4Si2Te",
  "method": "ωB97M-V/def2-TZVPD",
  "largest_force_ev_per_a": 1.634,
  "homo_ev": [-6.77, -7.16],
  "energy_ev": -86898.2327,
  "e_lumo_ev": [-1.844, -1.234],
  "gap_ev": [4.924, 5.928],
  "e_above_lowest_ev": 1.945,
  "species": ["Be", "C", "C", "C", "C", "C", "C", "C", "N", "C", "C", "C", "C", "C", "C", "O", "C", "C", "C", "C", "C", "C", "C", "C", "C", "O", "C", "C", "C", "C", "C", "C", "H", "H", "H", "H", "H", "H", "H", "H", "H", "H", "H", "H", "H", "H", "H", "H", "H", "H", "H", "H", "H", "H", "H", "H", "H", "H", "H", "H", "H", "H", "H", "H", "H", "H", "H", "H", "H", "H", "H", "H", "I", "C", "C", "C", "C", "C", "C", "C", "O", "O", "H", "H", "H", "H", "C", "Si", "C", "C", "C", "Te", "C", "Si", "C", "C", "C", "H", "H", "H", "H", "H", "H", "H", "H", "H", "H", "H", "H", "H", "H", "H", "H", "H", "H", "H", "H", "H", "H"],
  "coordinates": [[-0.2685, -0.0190, 0.6667], [-3.0911, 6.1436, -0.8127], [-2.8965, 5.0853, -1.9081], [-1.6582, 5.4401, -2.7465], [-4.1116, 5.1058, -2.8386], [-2.6878, 3.7176, -1.2546], [-1.5261, 3.4574, -0.5608], [-1.2901, 2.1626, -0.0755], [-0.1819, 1.6620, 0.4757], [1.1196, 2.0662, 0.5667], [1.6410, 3.3281, 0.8329], [3.0134, 3.5017, 0.8941], [3.8217, 2.3732, 0.6969], [3.3411, 1.0884, 0.4554], [1.9505, 0.9221, 0.3764], [1.3194, -0.2109, 0.0857], [4.2764, -0.1105, 0.2809], [4.0609, -0.7149, -1.1191], [5.7532, 0.2611, 0.4083], [3.9455, -1.1638, 1.3510], [3.5920, 4.8801, 1.2141], [5.1089, 4.9404, 1.0259], [2.9572, 5.9360, 0.2955], [3.2658, 5.2257, 2.6750], [-2.2245, 1.0836, -0.3096], [-1.7559, -0.1277, -0.0497], [-3.4829, 1.3950, -0.8447], [-3.6503, 2.6948, -1.3243], [-4.6861, 0.4413, -0.9294], [-5.8354, 1.0587, -0.1153], [-4.4192, -0.9513, -0.3519], [-5.1185, 0.2755, -2.3937], [-3.2359, 7.1310, -1.2585], [-3.9656, 5.9057, -0.2035], [-2.2233, 6.1863, -0.1523], [-1.8299, 6.3739, -3.2872], [-0.7698, 5.5687, -2.1275], [-1.4533, 4.6543, -3.4764], [-4.1607, 6.0697, -3.3480], [-4.0339, 4.3271, -3.6006], [-5.0447, 4.9729, -2.2876], [-0.7722, 4.2197, -0.4155], [0.9590, 4.1386, 1.0590], [4.8917, 2.5059, 0.7593], [4.3610, 0.0015, -1.8876], [4.6651, -1.6200, -1.2360], [3.0127, -0.9682, -1.2689], [6.0427, 0.9960, -0.3456], [5.9852, 0.6583, 1.3990], [6.3584, -0.6349, 0.2552], [2.8983, -1.4570, 1.2884], [4.5725, -2.0499, 1.2105], [4.1308, -0.7646, 2.3506], [5.3961, 4.6303, 0.0188], [5.4522, 5.9662, 1.1714], [5.6267, 4.3113, 1.7527], [3.1242, 5.6838, -0.7538], [1.8822, 6.0196, 0.4602], [3.4006, 6.9155, 0.4906], [3.7051, 4.4878, 3.3491], [3.6635, 6.2106, 2.9349], [2.1877, 5.2367, 2.8445], [-4.5962, 2.9308, -1.7925], [-5.5447, 1.1545, 0.9326], [-6.1035, 2.0485, -0.4850], [-6.7210, 0.4201, -0.1696], [-4.1113, -0.8888, 0.6927], [-5.3385, -1.5406, -0.4022], [-3.6493, -1.4759, -0.9166], [-5.4274, 1.2256, -2.8315], [-4.2946, -0.1215, -2.9911], [-5.9606, -0.4176, -2.4623], [-4.2389, -6.3995, 2.2261], [-3.1330, -4.6359, 2.5020], [-2.6612, -3.9793, 1.4086], [-1.8603, -2.7746, 1.5662], [-1.6793, -2.2991, 2.9400], [-2.2092, -2.9839, 4.0012], [-2.9281, -4.1682, 3.8154], [-0.8862, -1.0366, 3.1533], [-0.8554, -0.4671, 4.2187], [-0.2061, -0.6834, 2.0931], [-2.9405, -4.2977, 0.4127], [-2.2055, -1.9518, 0.9275], [-2.0586, -2.5737, 4.9924], [-3.3599, -4.6914, 4.6559], [1.1245, -7.4409, 2.0510], [1.3946, -5.6170, 1.7414], [3.1406, -5.2593, 1.1675], [1.0354, -4.6368, 3.3020], [0.2096, -5.0018, 0.3937], [0.1418, -2.8522, 0.4606], [-0.8874, -2.8564, -1.4029], [0.2897, -2.7136, -2.8948], [-0.6173, -3.4621, -4.3532], [0.6013, -0.8960, -3.1754], [1.8834, -3.6535, -2.5528], [1.7539, -7.7789, 2.8783], [1.3788, -8.0403, 1.1736], [0.0852, -7.6523, 2.3142], [3.8647, -5.5074, 1.9468], [3.2572, -4.1975, 0.9295], [3.3997, -5.8353, 0.2757], [1.7631, -4.8304, 4.0921], [0.0443, -4.8779, 3.6969], [1.0568, -3.5593, 3.1046], [-0.8050, -5.3757, 0.5445], [0.5430, -5.2902, -0.6045], [-1.5597, -1.9958, -1.4046], [-1.4645, -3.7812, -1.4066], [-1.5426, -2.9165, -4.5534], [-0.8735, -4.5115, -4.1902], [-0.0007, -3.4052, -5.2544], [-0.2712, -0.4278, -3.6390], [1.4640, -0.7220, -3.8223], [0.7846, -0.3898, -2.2228], [1.7568, -4.7327, -2.6696], [2.2379, -3.4612, -1.5358], [2.6717, -3.3397, -3.2398]],
  "mulliken_charge": [-1.777, -1.591, 1.957, -1.627, -2.151, -0.275, -0.657, 0.361, 1.010, -0.918, -0.435, -0.749, 0.129, -0.849, 0.654, 0.603, 2.569, -1.304, -2.570, -1.133, 2.019, -2.145, -1.659, -1.630, -0.090, 0.428, -0.015, -0.391, 2.450, -1.780, -1.989, -1.802, 0.440, 0.338, 0.305, 0.455, 0.302, 0.343, 0.463, 0.415, 0.358, 0.460, 0.892, 0.585, 0.363, 0.488, -0.124, 0.453, 0.441, 0.453, -0.055, 0.432, 0.374, 0.410, 0.433, 0.373, 0.347, 0.336, 0.485, 0.345, 0.436, 0.338, 0.295, 0.363, 0.325, 0.469, 0.379, 0.604, 0.100, 0.356, 0.316, 0.467, 0.071, -0.198, -0.902, 3.232, 0.092, -0.795, -0.604, -0.311, -0.748, 0.143, 0.709, -2.004, 0.515, 0.420, -1.131, 0.193, -0.602, -0.773, -0.579, -0.853, 0.506, 0.188, -1.198, -0.659, -0.804, 0.330, 0.313, 0.321, 0.364, -0.118, 0.335, 0.540, 0.178, 0.231, 0.591, 0.521, -0.913, 0.760, 0.326, 0.339, 0.353, 0.398, 0.410, -0.087, 0.342, 0.077, 0.477]
}